[1]
{
  "formula": "C19H16N4O5S2",
  "method": "ωB97M-V with the def2-TZVPD basis set",
  "species": ["C", "H", "O", "C", "C", "C", "C", "C", "C", "H", "H", "N", "C", "O", "C", "H", "H", "S", "C", "N", "N", "C", "N", "C", "O", "C", "C", "C", "C", "C", "C", "C", "O", "O", "H", "H", "H", "H", "H", "H", "S", "H", "H", "H", "H", "H"],
  "xyz": [[-4.267, -4.145, -0.806], [-5.056, -4.832, -1.109], [-4.868, -2.875, -0.757], [-4.105, -1.808, -0.384], [-4.760, -0.577, -0.324], [-4.088, 0.569, 0.041], [-2.733, 0.507, 0.357], [-2.077, -0.717, 0.298], [-2.752, -1.867, -0.070], [-2.209, -2.798, -0.116], [-1.024, -0.770, 0.540], [-1.976, 1.623, 0.734], [-2.340, 2.923, 0.751], [-3.437, 3.370, 0.503], [-1.180, 3.843, 1.146], [-1.579, 4.824, 1.401], [-0.589, 3.438, 1.965], [-0.045, 4.158, -0.251], [0.964, 2.760, -0.193], [0.834, 1.770, 0.629], [1.739, 0.809, 0.473], [2.582, 1.032, -0.472], [3.603, 0.221, -0.842], [3.776, -1.107, -0.488], [4.662, -1.753, -0.984], [2.885, -1.620, 0.596], [3.325, -1.588, 1.910], [2.544, -2.131, 2.916], [1.330, -2.728, 2.616], [0.891, -2.781, 1.307], [1.662, -2.225, 0.290], [1.207, -2.212, -1.115], [1.728, -1.556, -1.986], [0.140, -2.984, -1.348], [-0.114, -2.917, -2.282], [-0.049, -3.247, 1.061], [0.727, -3.153, 3.403], [2.888, -2.092, 3.939], [4.277, -1.136, 2.142], [4.180, 0.528, -1.617], [2.313, 2.577, -1.303], [-0.996, 1.421, 0.932], [-4.603, 1.514, 0.081], [-5.809, -0.544, -0.571], [-3.456, -4.181, -1.541], [-3.882, -4.447, 0.173]],
  "homo_energy_ha": -0.28920,
  "homo_lumo_gap_ha": 0.2900,
  "e_above_lowest_kcal_mol": 19.53,
  "lumo_energy_ev": 0.02,
  "multiplicity": 1,
  "total_charge": 0,
  "smiles": "COc1ccc(NC(=O)CSc2nnc(NC(=O)c3ccccc3C(=O)O)s2)cc1"
}

[2]
{
  "formula": "C19H16N6NiO5S2",
  "method": "ωB97M-V with the def2-TZVPD basis set",
  "species": ["Ni", "C", "N", "C", "C", "N", "C", "S", "C", "C", "C", "C", "C", "N", "H", "H", "H", "H", "H", "H", "H", "H", "H", "O", "S", "O", "O", "C", "N", "C", "C", "C", "N", "C", "C", "C", "N", "C", "C", "H", "H", "H", "H", "H", "H", "O", "C", "O", "H"],
  "xyz": [[1.461, 1.161, -1.351], [0.304, -1.228, -5.620], [1.099, -1.805, -4.551], [1.933, -2.895, -4.660], [2.551, -3.051, -3.483], [2.096, -2.049, -2.624], [1.187, -1.272, -3.310], [0.169, -0.019, -2.840], [2.632, -1.860, -1.327], [3.372, -2.882, -0.734], [3.950, -2.658, 0.499], [3.773, -1.431, 1.120], [3.002, -0.490, 0.472], [2.435, -0.699, -0.724], [0.341, -1.894, -6.478], [0.705, -0.252, -5.893], [-0.725, -1.101, -5.293], [2.015, -3.478, -5.560], [3.280, -3.783, -3.202], [3.486, -3.844, -1.208], [4.536, -3.435, 0.970], [4.208, -1.214, 2.084], [2.821, 0.483, 0.914], [-3.102, -1.295, 5.532], [-4.229, -0.449, 5.863], [-4.041, 0.380, 7.037], [-5.523, -1.085, 5.737], [-4.270, 0.828, 4.524], [-5.265, 1.714, 4.556], [-5.261, 2.639, 3.608], [-4.282, 2.696, 2.622], [-3.294, 1.725, 2.673], [-3.298, 0.797, 3.631], [-2.172, 1.607, 1.720], [-1.997, 2.435, 0.613], [-0.907, 2.240, -0.210], [-0.001, 1.282, 0.011], [-0.169, 0.477, 1.065], [-1.226, 0.604, 1.935], [-6.071, 3.360, 3.639], [-4.306, 3.471, 1.866], [-2.696, 3.226, 0.384], [-0.744, 2.874, -1.072], [0.567, -0.301, 1.213], [-1.340, -0.057, 2.785], [3.091, 1.699, -2.533], [3.274, 2.657, -1.739], [2.491, 2.854, -0.777], [4.139, 3.318, -1.884]],
  "homo_energy_ha": [-0.25822, -0.25822],
  "homo_lumo_gap_ha": [0.1893, 0.1895],
  "e_above_lowest_kcal_mol": 10.31,
  "lumo_energy_ev": [-1.88, -1.87],
  "multiplicity": 1,
  "total_charge": 0
}

[3]
{
  "formula": "C19H17BeBrFMgNO8PS",
  "method": "ωB97M-V with the def2-TZVPD basis set",
  "species": ["C", "C", "S", "C", "C", "C", "C", "C", "C", "C", "C", "O", "C", "C", "C", "O", "H", "H", "H", "H", "H", "H", "H", "H", "H", "H", "H", "H", "Mg", "C", "C", "C", "C", "C", "C", "N", "O", "O", "H", "H", "H", "H", "H", "Br", "O", "P", "O", "O", "O", "Be", "F"],
  "xyz": [[-1.239, -0.568, 4.940], [-1.667, -1.899, 4.337], [-2.642, -1.783, 2.829], [-1.529, -1.054, 1.550], [-0.101, -1.466, 1.723], [0.236, -2.816, 1.722], [1.559, -3.170, 1.922], [2.545, -2.202, 2.091], [2.198, -0.869, 2.062], [0.871, -0.495, 1.893], [0.565, 0.969, 1.901], [-0.306, 1.465, 1.204], [1.420, 1.757, 2.784], [2.714, 1.414, 2.933], [3.215, 0.225, 2.214], [4.319, 0.133, 1.750], [-0.616, 0.036, 4.295], [-2.141, 0.002, 5.171], [-0.737, -0.749, 5.885], [-2.319, -2.414, 5.040], [-0.792, -2.537, 4.223], [-1.648, 0.025, 1.635], [-1.889, -1.383, 0.547], [-0.532, -3.561, 1.581], [1.820, -4.218, 1.947], [3.578, -2.473, 2.246], [1.001, 2.612, 3.292], [3.385, 1.968, 3.567], [-3.068, -0.174, -0.185], [-0.364, 0.086, -6.960], [-1.527, 0.850, -6.971], [-2.529, 0.586, -6.050], [-2.339, -0.428, -5.129], [-1.185, -1.196, -5.112], [-0.191, -0.937, -6.040], [-3.383, -0.690, -4.139], [-4.397, -0.025, -4.174], [-3.179, -1.573, -3.314], [0.431, 0.277, -7.677], [-1.671, 1.645, -7.695], [-3.439, 1.168, -6.056], [-1.056, -1.988, -4.389], [0.761, -1.561, -6.049], [1.773, -2.433, -7.540], [1.999, 4.628, 1.320], [2.499, 5.218, 2.636], [1.349, 5.312, 3.631], [3.054, 6.606, 2.341], [3.578, 4.319, 3.227], [0.271, 2.509, -8.087], [1.347, 0.851, 5.128]],
  "homo_energy_ha": -0.20301,
  "homo_lumo_gap_ha": 0.0541,
  "lumo_energy_ev": -4.05,
  "multiplicity": 1,
  "total_charge": -1
}

| no. | F_max (eV/Å) | calculated total energy (Ha) |
| --- | --- | --- |
| 1 | 1.493 | -2125.2750 |
| 2 | 1.380 | -3743.0490 |
| 3 | 1.757 | -5018.6775 |